ORCA calculation (ωB97M-V with the def2-TZVPD basis set) on a structure of composition C2HF3O2 at a distorted geometry.

```
! RIJCOSX wB97M-V def2-TZVPD def2/J DEFGRID3
* xyz 0 1
C 1.02263 -0.66478 -0.18363
C -0.01469 0.45310 -0.11396
O 1.26701 -1.34142 -1.11409
O -1.56471 -0.22828 0.77105
F 1.51198 -0.90057 1.02182
F 0.40445 1.54149 0.49864
F -0.49718 0.78872 -1.28107
H -2.12948 0.35173 0.40125
*
```

- HOMO level: -11.73 eV
- Energy relative to the best compared isomer or geometry (same formula, charge and spin): 67.45 kcal/mol

natural (NBO) population analysis, charges in e, atoms 1 to 6:
1 C 0.772
2 C 0.831
3 O -0.448
4 O -0.747
5 F -0.292
6 F -0.278

---

ORCA calculation (ωB97M-V with the def2-TZVPD basis set) on a cluster of 3 separate species, C20H41N3O4 in total at a distorted geometry.

```
! RIJCOSX wB97M-V def2-TZVPD def2/J DEFGRID3
* xyz 0 1
C -0.91276 0.17307 0.81420
C -1.96540 -0.79643 0.14140
C -1.68263 -1.07996 -1.38922
C -1.12881 -2.53293 -1.64650
C -0.17558 -2.66383 -2.88764
C 1.15692 -1.81850 -2.80207
C 1.62932 -1.47906 -1.34863
C 3.08457 -0.87014 -1.27490
C 3.36540 -0.50037 0.24153
C 4.09125 -1.65037 1.04378
N 3.13262 -2.49043 1.80403
C 2.96328 -3.76866 1.34216
N 3.96719 -4.49764 0.64179
N 1.85687 -4.42829 1.57998
C 0.70424 -3.86684 2.34209
O 0.83238 -3.87680 3.56846
O -0.33172 -3.42963 1.77899
H -0.49024 0.89941 0.07290
H -0.11601 -0.48990 1.25768
H -1.35436 0.74833 1.66071
H -2.04686 -1.72496 0.75448
H -2.95437 -0.26124 0.18780
H -0.96764 -0.33344 -1.80582
H -2.67068 -1.00888 -1.91126
H -2.00363 -3.23146 -1.76280
H -0.57719 -2.90533 -0.74399
H -0.74707 -2.44681 -3.83222
H 0.13641 -3.74428 -2.95008
H 1.09302 -0.91621 -3.46512
H 1.96889 -2.45719 -3.25670
H 1.63100 -2.42361 -0.74143
H 0.94469 -0.73675 -0.87976
H 3.84711 -1.58935 -1.67432
H 3.09197 0.09820 -1.84405
H 2.41103 -0.17551 0.73089
H 4.04464 0.38959 0.25530
H 4.75435 -1.13832 1.79419
H 4.77175 -2.18223 0.34650
H 2.25784 -1.96047 1.83917
H 3.64728 -5.43932 0.42936
H 4.21220 -4.02882 -0.23056
H 1.73920 -5.38378 1.24366
C -0.87905 4.17339 4.91385
C -1.98511 3.16325 5.15434
C -2.32089 2.72382 3.74031
O -1.11246 2.82967 2.97598
C -0.14116 3.55518 3.73939
H -0.23790 4.33823 5.78017
H -1.31098 5.13470 4.62036
H -1.59601 2.31628 5.72656
H -2.84381 3.56961 5.68913
H -3.06623 3.38456 3.28461
H -2.69261 1.69831 3.69674
H 0.61953 2.84359 4.07911
H 0.33986 4.30196 3.10482
C -1.59473 3.42373 -4.15009
C -3.01654 3.70096 -3.69965
C -3.47183 2.32742 -3.23849
O -2.30758 1.64650 -2.75503
C -1.14267 2.38661 -3.13696
H -0.95789 4.30862 -4.16652
H -1.60115 2.98848 -5.15374
H -3.00946 4.39575 -2.85484
H -3.65175 4.12060 -4.48013
H -3.88200 1.74420 -4.07013
H -4.22120 2.37769 -2.44642
H -0.73589 2.86166 -2.23703
H -0.39097 1.70438 -3.54030
*
```

- HOMO level: -8.26 eV
- Energy relative to the best compared isomer or geometry (same formula, charge and spin): 0.00 kcal/mol

natural (NBO) population analysis, charges in e, atoms 1 to 6:
1 C -0.619
2 C -0.412
3 C -0.392
4 C -0.424
5 C -0.395
6 C -0.409

---

ORCA calculation (ωB97M-V with the def2-TZVPD basis set) on a structure of composition C14H26FeN2OS2 at a distorted geometry.

```
! RIJCOSX wB97M-V def2-TZVPD def2/J DEFGRID3
* xyz 2 5
Fe 0.26220 0.40558 -0.15799
S 1.48807 -0.62095 -1.87692
S -0.73191 1.93919 1.34001
C 2.79336 0.64423 -2.11241
C 0.34829 -0.14297 -3.22753
C -0.31908 1.21192 -3.02612
N -0.92932 1.26629 -1.67692
C -1.51197 2.57639 -1.30901
C -1.98285 2.53878 0.14084
H -0.39098 -0.95642 -3.24841
H 0.95008 -0.16309 -4.14206
H -1.10170 1.32586 -3.79243
H 0.40758 2.03075 -3.11257
H -2.38443 2.78625 -1.94794
H -0.75095 3.35364 -1.46136
H -2.82621 1.84517 0.27129
H -2.26322 3.53568 0.49695
C 0.48990 3.29247 1.20631
H -1.69655 0.58560 -1.66791
H 0.87494 3.40462 0.17920
H 1.31786 3.04266 1.88479
H 0.01970 4.22379 1.54543
H 3.56331 0.46153 -1.34989
H 2.39447 1.66566 -1.99593
H 3.24266 0.51954 -3.10646
C -4.53273 -3.00593 -0.95285
C -3.87021 -3.65869 0.00965
H -4.38566 -3.23980 -2.01742
H -5.28965 -2.24321 -0.71895
H -3.15226 -4.45710 -0.22872
H -4.07356 -3.47331 1.07469
O -0.77947 -1.36786 1.10270
C 0.17913 -2.23827 1.74896
C 1.47240 -1.48042 1.94130
C 2.46500 -1.91430 2.83047
C 3.59719 -1.12355 3.03056
C 3.71799 0.07530 2.32628
C 2.71346 0.44134 1.45146
N 1.61253 -0.32842 1.24497
H -1.61872 -1.81671 0.87709
H -0.21036 -2.56581 2.72833
H 0.37081 -3.11371 1.09677
H 2.32487 -2.85905 3.35831
H 4.38761 -1.42694 3.71776
H 4.58522 0.73403 2.45793
H 2.73733 1.37783 0.88657
*
```

- <S²>: 6.01
- HOMO level (spin up / spin down): -14.96 / -14.97 eV

natural (NBO) population analysis, charges in e, atoms 1 to 6:
1 Fe 1.342
2 S 0.226
3 S 0.240
4 C -0.746
5 C -0.531
6 C -0.241

---

ORCA calculation (ωB97M-V with the def2-TZVPD basis set) on a cluster of 2 separate species, CHCl3OSi in total at a distorted geometry.

```
! RIJCOSX wB97M-V def2-TZVPD def2/J DEFGRID3
* xyz 0 1
C -0.18653 -0.93842 -0.98533
O 0.86327 -0.65305 -0.56065
Si 0.45159 0.78256 1.91764
Cl 1.93419 1.76958 0.82656
Cl -1.54779 -1.48989 0.02101
Cl -1.14005 1.49105 0.81154
H -0.37467 -0.96182 -2.03077
*
```

- HOMO level: -9.63 eV
- Energy relative to the best compared isomer or geometry (same formula, charge and spin): 47.92 kcal/mol

natural (NBO) population analysis, charges in e, atoms 1 to 6:
1 C 0.416
2 O -0.488
3 Si 0.931
4 Cl -0.469
5 Cl -0.066
6 Cl -0.482

---

ORCA calculation (ωB97M-V with the def2-TZVPD basis set) on a structure of composition C32H29IIrN3O at a distorted geometry.

```
! RIJCOSX wB97M-V def2-TZVPD def2/J DEFGRID3
* xyz 1 2
Ir 0.37753 -0.09650 0.15584
I -0.20267 -1.35850 2.96404
C -2.16907 -0.57820 2.69954
C -2.93127 -0.44080 3.83294
C -4.26267 -0.03200 3.72114
C -4.80917 0.17330 2.48064
C -4.04007 0.01290 1.31164
C -4.62997 0.15780 0.04084
C -3.87397 0.04840 -1.09366
C -2.49357 -0.16990 -0.99816
C -1.85017 -0.32440 0.22054
C -2.64777 -0.31050 1.40044
H -2.51367 -0.64630 4.80684
H -4.85167 0.08770 4.61564
H -5.84397 0.46640 2.37774
H -5.68867 0.35500 -0.01676
H -4.33077 0.15290 -2.06576
H -1.93427 -0.19650 -1.92216
O 2.89913 -0.82030 -0.48466
C 3.34513 -2.12410 -0.20516
C 2.17613 -3.06820 -0.09356
C 2.41343 -4.44180 -0.08286
C 1.34873 -5.31320 0.02224
C 0.06743 -4.78460 0.10404
C -0.07807 -3.41210 0.08414
N 0.94913 -2.56860 -0.00316
H 3.60143 -0.18200 -0.31806
H 3.90653 -2.16070 0.74064
H 4.00893 -2.47710 -1.00986
H 3.42283 -4.81390 -0.15586
H 1.50773 -6.38050 0.02884
H -0.79557 -5.42380 0.18474
H -1.05687 -2.95780 0.14734
C -1.22107 2.81370 0.98244
N -0.23437 2.52040 -0.05376
C -0.72637 3.01660 -1.33366
C 1.03233 3.18010 0.27984
C 1.77203 2.47600 1.38214
C 2.52653 3.22120 2.28134
C 3.31823 2.59180 3.22414
C 3.37333 1.20840 3.25544
C 2.58953 0.46650 2.38514
C 1.76333 1.08270 1.45434
H -1.42087 3.89000 1.02854
H -0.85477 2.48620 1.95304
H -2.14957 2.29850 0.75114
H -0.81007 4.11050 -1.31816
H -1.70927 2.59480 -1.53586
H -0.04597 2.73260 -2.13546
H 0.86243 4.23330 0.55104
H 1.66873 3.17030 -0.61116
H 2.49883 4.30080 2.22844
H 3.89353 3.17530 3.92464
H 4.00353 0.69360 3.96514
H 2.63973 -0.61460 2.44314
N 0.50843 -0.10200 -7.42966
C 0.57123 -0.09440 -6.28526
C 0.63213 -0.11870 -4.87176
C 1.37643 0.82970 -4.16896
C 1.43463 0.76970 -2.78476
C 0.73733 -0.20860 -2.08186
C 0.05963 -1.19000 -2.80176
C -0.03177 -1.13290 -4.18046
H 1.90963 1.60460 -4.70406
H 2.04173 1.50120 -2.26406
H -0.41607 -2.01770 -2.29376
H -0.61307 -1.86190 -4.72556
*
```

- <S²>: 0.76
- HOMO level (spin up / spin down): -10.52 / -10.77 eV
- Energy relative to the best compared isomer or geometry (same formula, charge and spin): 103.69 kcal/mol

natural (NBO) population analysis, charges in e, atoms 1 to 6:
1 Ir 1.016
2 I 0.269
3 C -0.112
4 C -0.244
5 C -0.201
6 C -0.157

---

ORCA calculation (ωB97M-V with the def2-TZVPD basis set) on an isolated molecule of C3H5NO2S at a distorted geometry.

```
! RIJCOSX wB97M-V def2-TZVPD def2/J DEFGRID3
* xyz 0 1
C 0.36243 1.50625 -0.00011
N 0.66438 0.09527 -0.01251
S 2.36425 -0.31351 -0.02166
C -0.17072 -0.95406 0.00148
O 0.18777 -2.11900 -0.00217
C -1.71423 -0.76612 -0.05408
O -2.33442 0.28192 0.00554
H 0.90783 1.91686 -0.86973
H -0.74552 1.69192 -0.03973
H 0.80510 1.98711 0.86995
H 1.94880 -1.61302 0.14102
H -2.27566 -1.71363 -0.01799
*
```

- HOMO level: -9.04 eV
- SMILES string: CN(S)C(=O)C=O
- Energy relative to the best compared isomer or geometry (same formula, charge and spin): 32.85 kcal/mol

natural (NBO) population analysis, charges in e, atoms 1 to 6:
1 C -0.433
2 N -0.506
3 S 0.121
4 C 0.535
5 O -0.609
6 C 0.367

---

ORCA calculation (ωB97M-V with the def2-TZVPD basis set) on a cluster of 2 separate species, C33H28NOS in total at a distorted geometry.

```
! RIJCOSX wB97M-V def2-TZVPD def2/J DEFGRID3
* xyz -1 1
C -1.32348 4.05331 6.88078
N -1.13657 2.61990 6.99427
C -0.20157 2.26356 8.03814
C -1.51844 1.73295 5.98081
C -0.71816 1.59541 4.82765
C -1.12918 0.75034 3.79478
C -2.32836 -0.00930 3.89654
C -2.72498 -1.08009 2.99959
C -1.76786 -1.98790 2.46636
C -2.16989 -2.89632 1.45426
C -1.45037 -4.03325 1.15338
C -1.94966 -5.01202 0.17496
C -2.73713 -4.55235 -0.90654
C -3.20840 -5.43649 -1.87681
C -2.95458 -6.81431 -1.75864
C -2.21320 -7.29251 -0.66576
C -1.70812 -6.39936 0.27743
C -0.16150 -4.30344 1.83487
O 0.46150 -5.36924 1.67697
C 0.36932 -3.20435 2.65580
C 1.73915 -3.30540 3.17540
C 2.50843 -2.12841 3.33912
C 3.82292 -2.18465 3.81124
C 4.38670 -3.41530 4.19469
C 3.62599 -4.58962 4.06433
C 2.33249 -4.53035 3.54647
C -0.43209 -2.11950 2.95414
C -3.16180 0.24505 5.01181
C -2.75357 1.04265 6.06441
H -2.04288 4.28781 6.08632
H -1.69323 4.42948 7.84505
H -0.36471 4.56092 6.67217
H -0.08030 1.17466 8.08949
H 0.77891 2.74138 7.86268
H -0.59596 2.64668 8.98940
H 0.23678 2.14905 4.79713
H -0.45341 0.62540 2.94105
H -3.75081 -1.44525 3.13923
H -3.14621 -2.73970 0.97454
H -2.96590 -3.48534 -0.97686
H -3.78806 -5.04188 -2.71498
H -3.34226 -7.51010 -2.50457
H -2.02951 -8.36077 -0.53148
H -1.12283 -6.78418 1.10947
H 2.05974 -1.16508 3.08065
H 4.40069 -1.25828 3.89848
H 5.39760 -3.45422 4.60993
H 4.03144 -5.55630 4.37872
H 1.77281 -5.45535 3.43706
H -0.06325 -1.41638 3.70511
H -4.09805 -0.31454 5.08226
H -3.36287 1.16082 6.97056
S -4.24608 -0.18071 1.23421
C -5.92382 -0.23300 1.08615
C -6.76887 0.55442 1.92628
C -8.14576 0.34706 1.94384
C -8.72823 -0.59782 1.07636
C -7.93715 -1.21125 0.08473
C -6.55805 -1.01336 0.06980
H -6.30193 1.31275 2.54727
H -8.78959 0.91622 2.62345
H -9.79795 -0.82796 1.14970
H -8.41987 -1.83801 -0.67396
H -5.93238 -1.43805 -0.71040
*
```

- HOMO level: -3.67 eV
- Energy relative to the best compared isomer or geometry (same formula, charge and spin): 15.53 kcal/mol

natural (NBO) population analysis, charges in e, atoms 1 to 6:
1 C -0.392
2 N -0.498
3 C -0.391
4 C 0.156
5 C -0.245
6 C -0.126

---

ORCA calculation (ωB97M-V with the def2-TZVPD basis set) on a structure of composition C44H41Cl2N4OS3V.

```
! RIJCOSX wB97M-V def2-TZVPD def2/J DEFGRID3
* xyz -1 2
V -0.69051 -0.78609 -2.05668
S 1.51041 2.71430 -1.47934
C -0.13140 2.88567 -0.86037
N -0.25523 3.59816 0.36412
C -1.58334 3.75987 0.91168
C -2.59350 3.91393 -0.22909
N -2.53406 2.72858 -1.02918
C -3.67180 1.84842 -1.09345
C -4.20592 1.52477 0.28312
C -5.39404 2.07652 0.74829
C -5.83052 1.84884 2.04750
C -5.07315 1.06354 2.90313
C -3.88659 0.50131 2.44602
C -3.46055 0.72682 1.14853
C -1.24318 2.35668 -1.45704
S -1.16663 1.38047 -2.93759
C 0.72235 4.61333 0.68456
C 1.63654 4.22626 1.82745
C 1.14745 4.12412 3.12657
C 1.97740 3.76212 4.17662
C 3.32174 3.50707 3.94198
C 3.81981 3.61049 2.65132
C 2.98129 3.95809 1.60183
H -1.59615 4.62516 1.57946
H -1.88686 2.88501 1.50182
H -2.33704 4.80581 -0.82023
H -3.59977 4.04494 0.17492
H -3.34443 0.93574 -1.59503
H -4.48135 2.28002 -1.69959
H -5.98131 2.69891 0.08093
H -6.75832 2.28996 2.39123
H -5.40499 0.88606 3.91883
H -3.29190 -0.12293 3.10134
H -2.54302 0.27479 0.78937
H 0.19464 5.53378 0.96688
H 1.32544 4.82984 -0.19755
H 0.09919 4.32359 3.31667
H 1.57637 3.68214 5.17967
H 3.97476 3.22790 4.75941
H 4.86796 3.41403 2.46054
H 3.34874 3.99925 0.58393
N 0.48685 -0.11945 -0.48528
C 0.34929 -0.87544 0.71760
C 0.07558 -0.18101 1.88795
C -0.10906 -0.86269 3.07974
C -0.01553 -2.24583 3.09325
C 0.26156 -2.92884 1.91986
C 0.45413 -2.27221 0.70337
C 0.73242 -3.05111 -0.53902
C 1.44525 -4.25004 -0.40820
C 1.72921 -5.04234 -1.50542
C 1.29998 -4.63601 -2.76314
C 0.61780 -3.43620 -2.89435
C 0.31653 -2.60499 -1.80853
H 0.34562 0.88858 -0.34583
H 1.42321 -0.20419 -0.87867
H 0.01817 0.90217 1.85040
H -0.32574 -0.31287 3.98673
H -0.17627 -2.79811 4.01066
H 0.28057 -4.01034 1.93653
H 1.80979 -4.55406 0.56539
H 2.28327 -5.96545 -1.38152
H 1.50705 -5.24716 -3.63555
H 0.31877 -3.12574 -3.89222
C 5.26859 -1.12859 1.77401
C 4.69446 -0.87477 0.40845
C 4.07202 -1.89913 -0.30180
C 3.45877 -1.65198 -1.51794
C 3.47481 -0.36223 -2.03843
C 4.11060 0.66857 -1.35692
C 4.72148 0.40189 -0.14226
S 2.55387 0.07040 -3.51228
C 3.30942 -1.10666 -4.64722
O 1.18007 -0.48753 -3.33586
H 5.54306 -2.17514 1.90124
H 4.53190 -0.88172 2.54155
H 6.14964 -0.51341 1.95505
H 4.03219 -2.89744 0.11519
H 2.93157 -2.45187 -2.02046
H 4.08104 1.67600 -1.74539
H 5.18467 1.21217 0.40594
H 3.03849 -2.11376 -4.33824
H 4.38904 -0.97121 -4.64712
H 2.90357 -0.89695 -5.63476
Cl -3.20070 -2.80546 1.19594
C -3.51858 -3.16703 -0.46759
C -4.35546 -4.22339 -0.78524
C -4.60296 -4.55482 -2.10843
C -3.98946 -3.83323 -3.12716
C -3.16285 -2.78956 -2.78244
Cl -2.31634 -1.87868 -4.00624
C -2.90239 -2.39044 -1.45768
N -2.06271 -1.34676 -1.25533
H -4.80619 -4.78717 0.01995
H -5.25831 -5.38036 -2.34751
H -4.14030 -4.08369 -4.16734
*
```

- <S²>: 0.80
- HOMO level (spin up / spin down): -2.64 / -2.64 eV
- Energy relative to the best compared isomer or geometry (same formula, charge and spin): 38.44 kcal/mol

Mulliken population analysis, charges in e, atoms 1 to 6:
1 V -0.777
2 S -0.499
3 C -1.322
4 N 0.797
5 C -0.653
6 C -1.276